one) DFT (ωB97M-V with the def2-TZVPD basis set) results for one molecule with the formula C20H30ClN3O3.

```
57
C20H30ClN3O3 ωB97M-V with the def2-TZVPD basis set
C -2.59779 -2.33551 -4.40592
C -2.06416 -1.95186 -3.03066
C -0.53581 -1.96220 -2.93942
C 0.01248 -3.38758 -2.96627
C -0.06801 -1.22676 -1.67865
C 1.45864 -1.25812 -1.48925
C 1.86670 -0.26300 -0.41800
O 2.33006 0.83285 -0.71035
N 1.57812 -0.64743 0.84239
C 1.92024 0.09151 2.06521
C 3.43024 0.20284 2.19205
O 3.97514 -1.11288 2.17676
C 1.22577 1.46404 2.11086
C -0.17267 1.22060 2.71875
C -0.21851 -0.26504 3.11984
C -1.02999 -0.53890 4.37501
C 1.25801 -0.64989 3.22957
N -0.49492 0.16613 -1.67529
C -1.34761 0.65890 -0.74388
O -2.03529 -0.04538 -0.02339
C -1.41163 2.15582 -0.65056
C -2.60880 2.73959 -0.25011
N -2.76892 4.04960 -0.09684
C -1.72000 4.83396 -0.32202
C -0.48464 4.33630 -0.70894
Cl 0.84165 5.42431 -0.95123
C -0.31473 2.97580 -0.88360
H -3.68769 -2.31593 -4.42002
H -2.24385 -1.63710 -5.16736
H -2.28645 -3.33690 -4.70543
H -2.42914 -0.95501 -2.77641
H -2.46517 -2.62474 -2.26554
H -0.13326 -1.41361 -3.80266
H -0.26440 -3.91597 -2.04913
H -0.39684 -3.94850 -3.80510
H 1.09800 -3.41357 -3.05989
H -0.55317 -1.68228 -0.81146
H 1.78310 -2.26611 -1.22811
H 1.95970 -0.96369 -2.41296
H 1.31703 -1.61169 0.96932
H 3.82504 0.80079 1.36639
H 3.65459 0.70758 3.13784
H 4.90502 -1.06531 2.41249
H 1.81236 2.11525 2.76384
H 1.21585 1.93229 1.13021
H -0.31613 1.84873 3.60150
H -0.98059 1.46132 2.02847
H -0.66362 -0.82614 2.29165
H -0.60889 -0.00182 5.22935
H -2.06335 -0.21184 4.25003
H -1.04376 -1.60290 4.61914
H 1.44857 -1.72494 3.21246
H 1.67509 -0.25912 4.16399
H 0.07711 0.82001 -2.18591
H -3.46338 2.10631 -0.04606
H -1.85572 5.90022 -0.18496
H 0.66041 2.57700 -1.14170
```

Computed properties:
Structure (SMILES): CC[C@H](C)[C@@H](CC(=O)N[C@@]1(CO)CC[C@H](C)C1)NC(=O)c1cncc(Cl)c1
Spin multiplicity: 1
Frontier orbital gap (eV): 9.9520
LUMO energy (eV): 0.43
Charge: 0

=====

two) DFT (ωB97M-V with the def2-TZVPD basis set) results for one molecule with the formula C20H30ClN3O3.

```
57
C20H30ClN3O3 ωB97M-V with the def2-TZVPD basis set
C 4.70261 3.42622 0.20469
O 4.40896 2.05102 0.16258
C 5.45558 1.16474 0.10630
C 6.79366 1.51484 0.07909
C 7.77789 0.53740 0.02404
C 7.41216 -0.79405 -0.00273
Cl 8.63278 -2.01427 -0.07044
C 6.07866 -1.17294 0.02354
C 5.09346 -0.19916 0.07701
N 3.73730 -0.49072 0.11007
C 3.10319 -1.69068 0.11671
O 3.63711 -2.77634 0.08411
C 1.58775 -1.51223 0.20895
N 1.16923 -0.26398 -0.40662
C 0.96938 -0.42309 -1.83093
C 0.09218 0.44835 0.28145
C 0.62277 1.10497 1.55499
C -1.07287 -0.49461 0.61568
O -1.10299 -1.16335 1.62821
N -2.01109 -0.58237 -0.35299
C -3.17847 -1.42591 -0.22603
C -4.44466 -0.64272 0.14555
C -4.86818 0.31119 -0.97313
C -6.14046 1.06406 -0.59291
C -7.27015 0.08724 -0.28512
C -6.85542 -0.86134 0.83480
C -5.58424 -1.61449 0.45443
H 5.28715 3.68484 1.09291
H 5.23915 3.75031 -0.69236
H 3.73878 3.93143 0.24911
H 7.09441 2.54979 0.10114
H 8.81812 0.81876 0.00329
H 5.79384 -2.21173 0.00552
H 3.11699 0.31406 0.09340
H 1.32738 -1.51195 1.26955
H 1.10605 -2.39262 -0.23875
H 0.13857 -1.09971 -2.08015
H 0.78413 0.55035 -2.28508
H 1.88213 -0.83438 -2.26090
H -0.25301 1.23183 -0.40261
H 0.81678 0.35524 2.31670
H 1.54030 1.64750 1.34164
H -0.11799 1.79750 1.94696
H -1.97598 0.04388 -1.14078
H -3.33306 -1.96353 -1.16696
H -2.94994 -2.14547 0.56374
H -4.22638 -0.05807 1.04588
H -4.07225 1.03183 -1.17714
H -5.04701 -0.26268 -1.88636
H -6.43315 1.72933 -1.40816
H -5.94559 1.68005 0.28809
H -8.16841 0.63640 0.00359
H -7.50472 -0.49065 -1.18209
H -7.65833 -1.57253 1.03805
H -6.67707 -0.28829 1.74737
H -5.28885 -2.27763 1.26953
H -5.77818 -2.23158 -0.42643
```

Computed properties:
Structure (SMILES): COc1ccc(Cl)cc1NC(=O)CN(C)[C@H](C)C(=O)NCC1CCCCC1
Spin multiplicity: 1
Frontier orbital gap (eV): 8.5360
LUMO energy (eV): 0.44
Charge: 0

=====

Of them, the most stable is one) and the least stable is two).

=====

one) DFT (ωB97M-V with the def2-TZVPD basis set) results for a 8-piece molecular cluster, H13O7 overall.

```
20
H13O7 ωB97M-V with the def2-TZVPD basis set
O -1.01239 1.20382 -2.14836
H -0.92009 0.20416 -2.06861
O 1.14478 1.73392 1.15769
H 1.23581 0.74554 1.62042
H 0.26852 1.96304 0.87589
O -1.59750 1.51710 0.79952
H -1.67011 0.55606 0.78619
H -1.97963 1.86914 -0.02461
O -0.51009 -1.49124 -1.31912
H -0.05496 1.31278 -2.06336
H -0.17959 -2.41804 -1.35439
O -1.18366 -1.11156 1.23387
H -0.62540 -1.21236 0.03628
H -1.13243 -2.04712 1.36927
O 1.92425 0.04714 -1.25003
H 1.49383 0.67839 -0.68212
H 1.28173 -0.58978 -1.46103
O 1.44746 -1.05439 1.85406
H 1.68536 -0.84171 0.93749
H 0.38408 -1.06490 1.70095
```

Computed properties:
Spin multiplicity: 1
Frontier orbital gap (eV): 10.0700
LUMO energy (eV): 3.73
Charge: -1

=====

two) DFT (ωB97M-V with the def2-TZVPD basis set) results for a 7-piece molecular cluster, H13O7 overall.

```
20
H13O7 ωB97M-V with the def2-TZVPD basis set
O -13.85058 -14.13171 20.78772
H -13.03809 -13.86217 21.23062
O -11.65645 -15.58919 19.16228
H -11.63113 -15.08056 18.34885
H -12.37471 -15.17998 19.66755
O -15.02989 -11.20802 20.65107
H -14.81054 -12.13131 20.45328
H -15.97853 -11.15392 20.51246
O -14.39125 -16.75046 21.40485
H -15.17922 -16.63145 21.94141
H -14.12942 -15.83017 21.16533
O -13.53384 -13.70715 18.08000
H -13.05238 -12.87649 18.11806
H -13.82252 -13.85169 19.00677
O -14.08437 -13.69759 23.53753
H -13.18899 -13.91180 23.80930
H -14.13914 -14.00011 22.60167
O -16.50070 -13.85139 21.16893
H -15.58440 -14.05780 20.88139
H -16.37489 -13.29436 21.94249
```

Computed properties:
Spin multiplicity: 1
Frontier orbital gap (eV): 10.0519
LUMO energy (eV): 3.70
Charge: -1

=====

Of them, the most stable is two) and the least stable is one).

=====

one) DFT (ωB97M-V with the def2-TZVPD basis set) results for one molecule with the formula C4H2N2S.

```
9
C4H2N2S ωB97M-V with the def2-TZVPD basis set
N 0.24939 2.75724 -0.84900
C 0.25110 1.64893 -0.50140
C 0.09254 0.30435 -0.12303
C 0.99846 -0.55587 0.62042
N 0.46333 -1.73802 0.92817
S -1.05680 -1.96592 0.21673
C -1.05089 -0.33591 -0.37461
H 1.97910 -0.25387 0.92408
H -1.92622 0.13907 -0.84135
```

Computed properties:
Structure (SMILES): N#Cc1cnsc1
Spin multiplicity: 1
Frontier orbital gap (eV): 10.1875
LUMO energy (eV): -0.02
Charge: 0

=====

two) DFT (ωB97M-V with the def2-TZVPD basis set) results for one molecule with the formula C4H2N2S.

```
9
C4H2N2S ωB97M-V with the def2-TZVPD basis set
C -2.37994 0.98369 0.34647
C -0.26418 1.41632 -0.60977
C 1.56134 -0.23447 0.65329
C -1.36190 0.73516 -0.54457
N -3.33698 1.40715 0.90423
N 0.84147 1.89944 -0.59522
S 2.08501 1.26656 0.43756
H 2.15894 -0.81884 1.15959
H -1.35795 -0.22856 -0.93556
```

Computed properties:
Spin multiplicity: 1
Frontier orbital gap (eV): 8.6918
LUMO energy (eV): -0.98
Charge: 0

=====

Of them, the most stable is one) and the least stable is two).